[1]
# C55H41BrIrN3O2P2S

A structure of composition C55H41BrIrN3O2P2S at a distorted geometry (ωB97M-V/def2-TZVPD, OMol25).

Geometry (Å):
Ir (0.21, 0.13, -0.71)
Br (-1.38, -1.24, 6.41)
S (2.82, 1.53, 5.37)
P (-1.26, -1.35, -1.73)
P (2.32, -0.26, -1.60)
O (0.76, -1.30, -3.86)
O (0.63, -1.13, 0.86)
N (2.30, 1.02, 2.93)
N (-0.66, 1.49, 0.63)
N (-0.22, 1.67, -1.99)
C (-1.80, -4.14, 1.14)
C (-3.41, 0.42, -1.51)
C (-4.00, -3.36, 0.58)
C (2.88, 2.33, -2.51)
C (-0.60, 2.83, -1.34)
C (2.20, 1.94, 3.84)
C (3.34, -1.20, -0.45)
C (-1.08, 5.20, -1.33)
C (-4.18, 1.86, -3.28)
C (3.27, 0.01, 4.76)
C (-0.74, 4.03, -2.04)
C (2.70, 1.48, -1.42)
C (3.86, -3.34, 0.51)
C (-1.02, -2.53, -3.08)
C (-3.46, -2.44, -0.32)
C (5.01, -2.80, 1.08)
C (-0.69, -0.01, 2.55)
C (-1.00, 1.22, 1.84)
C (0.51, -2.16, 2.92)
C (2.62, 2.01, -0.12)
C (-3.17, 1.37, -4.10)
C (-0.82, 2.78, 0.05)
C (0.16, -1.07, 2.03)
C (2.93, -0.09, 3.45)
C (-1.14, 3.93, 0.72)
C (-0.78, -1.18, 4.69)
C (3.00, 3.69, -2.30)
C (2.93, 4.22, -1.01)
C (-1.25, -3.22, 0.26)
C (-2.25, 0.43, -3.62)
C (3.90, -1.27, -5.77)
C (4.77, -0.86, -4.76)
C (-0.51, 4.00, -3.45)
C (-1.13, -0.09, 3.85)
C (2.08, -1.19, -4.23)
C (-2.07, -2.35, -0.46)
C (2.74, 3.38, 0.07)
C (-1.65, -4.65, -4.06)
C (-0.31, 1.61, -3.31)
C (0.05, -2.47, -3.97)
C (0.34, -3.51, -4.83)
C (-1.88, -3.63, -3.15)
C (4.50, -0.66, 0.11)
C (2.55, -1.44, -5.51)
C (3.03, -2.54, -0.26)
C (-4.28, 1.41, -1.98)
C (-2.45, -0.13, -2.36)
C (-1.27, 5.14, 0.03)
C (-0.32, 2.82, -4.07)
C (2.92, -0.74, -3.23)
C (5.33, -1.46, 0.88)
C (-0.53, -4.60, -4.87)
C (-3.18, -4.20, 1.31)
C (4.28, -0.58, -3.50)
C (0.05, -2.21, 4.20)
H (-1.55, 1.97, 2.41)
H (2.14, -2.97, -0.71)
H (-2.72, -3.71, -2.47)
H (-3.05, 1.75, -5.10)
H (0.27, 0.79, -3.73)
H (-0.18, -3.19, 0.12)
H (-4.13, -1.86, -0.93)
H (6.22, -1.05, 1.32)
H (1.21, -3.51, -5.46)
H (-5.04, 1.81, -1.32)
H (3.77, -0.72, 5.38)
H (2.71, 3.78, 1.08)
H (-0.31, -5.41, -5.55)
H (-1.17, 6.14, -1.85)
H (3.12, -0.94, 2.82)
H (-1.29, 3.93, 1.80)
H (-1.82, -0.22, -4.38)
H (1.75, 2.91, 3.67)
H (4.95, -0.24, -2.72)
H (1.88, -1.72, -6.31)
H (-3.51, 0.08, -0.49)
H (4.75, 0.38, -0.04)
H (3.04, 5.28, -0.86)
H (2.50, 1.37, 0.75)
H (-5.08, -3.43, 0.68)
H (5.83, -0.75, -4.97)
H (1.16, -2.93, 2.53)
H (3.63, -4.39, 0.65)
H (0.31, -3.03, 4.85)
H (-2.33, -5.49, -4.11)
H (-1.52, 6.04, 0.58)
H (-0.49, 4.93, -4.00)
H (-0.18, 2.75, -5.14)
H (-1.16, -4.81, 1.69)
H (5.67, -3.43, 1.67)
H (-3.61, -4.91, 2.00)
H (2.95, 1.93, -3.51)
H (3.18, 4.35, -3.14)
H (-1.75, 0.70, 4.25)
H (4.28, -1.47, -6.76)
H (-4.88, 2.59, -3.66)

Output
Molar mass (g mol⁻¹): 1142.09
Electronic energy (Ha): -6193.64197
Charge: +3
Spin multiplicity: 2
ΔE to the lowest compared entry with this formula, charge and spin (eV): 3.1466
HOMO level (alpha / beta) (eV): -15.67 / -15.67
⟨S²⟩: 0.778

[2]
# C55H42N6OPtS

A structure of composition C55H42N6OPtS at a distorted geometry (ωB97M-V/def2-TZVPD, OMol25).

Geometry (Å):
Pt (0.01, -0.04, 0.91)
S (1.09, 0.13, -1.94)
O (-2.61, -2.95, -2.15)
N (-0.90, -1.84, 1.11)
N (1.53, -2.34, -2.75)
N (-1.79, 0.90, 0.92)
N (0.91, 1.78, 0.96)
N (1.81, -0.98, 1.00)
N (-0.69, -1.77, -2.15)
C (-5.04, -2.03, 2.55)
C (2.05, -2.32, 1.03)
C (0.08, -5.56, -5.46)
C (0.32, 3.00, 0.99)
C (3.59, -3.07, -3.84)
C (-1.47, -2.84, -2.55)
C (-2.40, 7.31, 1.19)
C (5.37, 1.69, 2.00)
C (-0.86, -3.42, -4.90)
C (6.67, 2.15, 1.97)
C (4.66, 1.48, 0.82)
C (1.07, -3.31, 1.19)
C (-1.05, 3.25, 1.00)
C (-4.65, -1.53, 1.31)
C (-1.13, 5.49, 2.11)
C (-5.61, -1.41, 0.31)
C (3.19, -2.80, -5.29)
C (2.47, -7.27, 1.98)
C (1.53, -4.70, 1.43)
C (-2.25, -2.07, 1.17)
C (3.46, -2.56, 0.93)
C (2.96, -2.09, -2.86)
C (-1.30, -4.09, 1.32)
C (5.29, 1.73, -0.40)
C (-4.04, 1.27, 1.10)
C (-3.24, -1.10, 1.11)
C (3.25, 1.01, 0.87)
C (-2.02, 2.24, 0.98)
C (-1.57, 6.81, 2.18)
C (6.59, 2.20, -0.43)
C (-2.36, 5.18, 0.08)
C (-2.50, -3.48, 1.29)
C (0.01, -5.94, -4.13)
C (-6.36, -2.36, 2.80)
C (-0.38, -4.30, -5.85)
C (1.80, -6.55, 2.96)
C (4.06, -1.35, 0.83)
C (-0.50, -5.07, -3.18)
C (-0.91, -3.80, -3.56)
C (2.65, -6.72, 0.72)
C (0.65, -1.44, -2.30)
C (-1.51, 4.66, 1.06)
C (-3.43, 2.48, 1.09)
C (1.34, 4.02, 0.95)
C (2.19, -5.44, 0.45)
C (2.53, 3.40, 0.92)
C (-3.01, 0.28, 1.00)
C (2.26, 1.98, 0.92)
C (1.33, -5.27, 2.68)
C (-6.92, -1.76, 0.55)
C (-7.31, -2.22, 1.80)
C (7.29, 2.41, 0.75)
C (-0.29, -3.06, 1.22)
C (-2.79, 6.50, 0.14)
C (3.03, -0.37, 0.89)
H (3.52, 3.83, 0.90)
H (2.12, -2.92, -5.42)
H (-1.22, -2.44, -5.19)
H (-4.29, -2.13, 3.33)
H (3.70, -3.50, -5.96)
H (-0.34, -4.02, -6.89)
H (7.21, 2.32, 2.89)
H (0.83, -4.70, 3.45)
H (-1.10, -5.15, 1.40)
H (4.88, 1.49, 2.94)
H (1.66, -6.97, 3.94)
H (7.07, 2.40, -1.38)
H (-6.65, -2.73, 3.77)
H (1.14, 5.08, 0.93)
H (0.48, -6.23, -6.20)
H (-1.26, 7.43, 3.00)
H (3.46, -1.79, -5.58)
H (-3.89, 3.44, 1.19)
H (3.17, -7.28, -0.05)
H (-2.66, 4.55, -0.75)
H (-2.73, 8.34, 1.24)
H (-5.09, 1.06, 1.20)
H (-5.31, -1.05, -0.67)
H (-1.18, -1.11, -1.56)
H (0.35, -6.93, -3.84)
H (3.31, -4.10, -3.57)
H (-0.49, 5.10, 2.89)
H (-8.34, -2.48, 1.99)
H (-3.47, -3.93, 1.32)
H (4.68, -3.00, -3.74)
H (3.42, -2.18, -1.87)
H (2.84, -8.27, 2.20)
H (2.34, -5.01, -0.53)
H (-0.57, -5.36, -2.14)
H (3.92, -3.53, 0.96)
H (1.22, -3.28, -2.93)
H (5.11, -1.14, 0.73)
H (3.11, -1.07, -3.20)
H (8.30, 2.77, 0.72)
H (-7.66, -1.66, -0.24)
H (4.74, 1.57, -1.32)
H (-3.44, 6.88, -0.63)

Output
Molar mass (g mol⁻¹): 1030.13
Electronic energy (Ha): -3042.50701
Spin multiplicity: 1
HOMO level (eV): -6.78

The highest electronic energy belongs to which entry?
C55H42N6OPtS

Look up the molar mass of the second one.
1030.13 g mol⁻¹

Which of these has the lowest spin multiplicity?
C55H42N6OPtS

What is the formula in the second record?
C55H42N6OPtS